23
Properties=species:S:1:pos:R:3 method="wB97M-V/def2-TZVPD" smiles="CC1=N[C@@H]1C(C)(C)CN" e_above_lowest_ev=1.576 total_energy_ev=-10464.7909 homo_energy_ev=-8.83 orbital_gap_ev=9.7
C -0.274 -1.329 -0.449
C 2.539 1.188 -1.087
C -1.704 -0.301 1.371
C -1.537 0.789 -0.877
C 1.702 0.800 0.042
C -0.776 -0.008 0.188
N 0.375 -2.279 0.430
C 0.393 0.839 0.672
N 1.662 0.196 1.147
H -0.268 -2.582 1.153
H 1.165 -1.836 0.893
H 0.436 -1.085 -1.247
H -1.127 -1.836 -0.910
H 0.099 1.741 1.206
H 2.983 0.298 -1.536
H 1.965 1.729 -1.836
H 3.355 1.818 -0.731
H -2.508 -0.969 1.068
H -2.144 0.623 1.740
H -1.152 -0.759 2.188
H -1.840 1.758 -0.483
H -0.913 0.953 -1.754
H -2.429 0.251 -1.188